1.
The following is a DFT calculation (ωB97M-V with the def2-TZVPD basis set) of 2 unconnected molecules or ions with the total composition CH3BrOS at a distorted geometry.

```
7
Properties=species:S:1:pos:R:3:forces:R:3:lowdin_spin:R:1
C -0.1736 0.0425 0.1519 -2.2 1.3 2.8 0.06
O -2.1766 2.4336 -0.7554 0.7 -1.2 1.5 0.47
S -1.6934 0.7312 0.9383 3.5 4.9 -0.2 0.76
Br -3.2021 -0.4634 0.0330 -4.2 -3.6 -2.4 0.68
H 0.4869 0.5268 0.7881 2.1 1.0 0.3 0.02
H 0.0076 0.0614 -0.8570 -0.1 0.2 -2.3 0.00
H -0.2911 -0.8886 0.5894 0.1 -2.5 0.2 0.01
```
Positions in Å, forces in eV/Å.

For the total energy, the calculation gives -3087.03318 Ha. The gap between HOMO and LUMO (alpha / beta) is 3.57 / 7.74 eV. The multiplicity is 3. For the highest occupied orbital energy (alpha / beta), the calculation gives -6.237 / -10.386 eV. The value obtained for the energy above the lowest of the compared OMol25 structures with the same formula, charge and spin is 5.023 eV.

=====

2.
The following is a DFT calculation (ωB97M-V with the def2-TZVPD basis set) of 2 unconnected molecules or ions with the total composition CH3Cl2NO2S at a distorted geometry.

```
10
Properties=species:S:1:pos:R:3:forces:R:3:mulliken_charge:R:1
C 0.9195 -3.3809 -0.0721 0.7 0.2 0.0 -0.17
N -0.4581 3.0184 -0.3534 -0.2 -1.1 0.5 -0.45
O 0.6733 1.0845 0.8581 -0.9 0.9 0.6 -0.46
O -1.4708 0.6798 -0.2918 -0.3 0.9 0.9 -0.44
S -0.6831 1.5536 0.5716 1.5 -0.5 -2.3 0.82
Cl -0.0759 -4.7064 -0.2781 -0.4 -0.5 0.0 -0.13
Cl 0.3248 -1.9116 0.4820 0.0 0.0 0.0 -0.07
H 1.9427 -3.4563 -0.4106 -0.2 0.1 0.1 0.36
H 0.1652 3.6702 0.0983 0.1 0.1 0.3 0.27
H -1.3377 3.4486 -0.6041 -0.2 0.0 0.1 0.27
```
Positions in Å, forces in eV/Å.

For the total energy, the calculation gives -1563.58585 Ha. The gap between HOMO and LUMO (alpha / beta) is 10.64 / 4.90 eV. The multiplicity is 1. For the highest occupied orbital energy (alpha / beta), the calculation gives -10.308 / -7.677 eV. The value obtained for the energy above the lowest of the compared OMol25 structures with the same formula, charge and spin is 2.892 eV.

=====

3.
The following is a DFT calculation (ωB97M-V with the def2-TZVPD basis set) of 2 unconnected molecules or ions with the total composition CH3Cl2NOS at a distorted geometry.

```
9
Properties=species:S:1:pos:R:3:forces:R:3:mulliken_charge:R:1
C 0.0384 1.8724 0.5322 0.0 -2.7 -1.8 -0.42
N -0.5122 -2.8878 0.0360 -0.9 -0.3 3.6 -0.36
O 1.1912 -0.0719 -0.8724 0.8 1.3 -0.3 -0.39
S 0.3222 1.0989 -1.1853 -0.2 1.2 0.8 0.30
Cl -1.5416 1.2192 1.0112 0.3 0.2 0.6 -0.14
Cl 0.7654 -2.3265 -0.6565 1.0 -0.9 -1.4 0.16
H 0.9157 1.5167 1.0493 -0.2 -0.6 0.7 0.27
H 0.0398 2.9020 0.5780 -0.3 2.2 -0.3 0.35
H -1.2189 -3.3231 -0.4924 -0.6 -0.5 -1.9 0.24
```
Positions in Å, forces in eV/Å.

For the total energy, the calculation gives -1488.28915 Ha. The gap between HOMO and LUMO (alpha / beta) is 8.78 / 7.57 eV. The multiplicity is 1. For the highest occupied orbital energy (alpha / beta), the calculation gives -9.051 / -8.841 eV. The value obtained for the energy above the lowest of the compared OMol25 structures with the same formula, charge and spin is 2.471 eV.

=====

4.
The following is a DFT calculation (ωB97M-V with the def2-TZVPD basis set) of 2 unconnected molecules or ions with the total composition CH3Cl2OP at a distorted geometry.

```
8
Properties=species:S:1:pos:R:3:forces:R:3:mulliken_charge:R:1
C -0.5382 0.0231 -0.1929 0.0 4.7 1.7 -0.54
O -1.4511 -0.9371 -0.1128 -0.2 -0.2 -1.4 -0.36
P 1.0588 0.0290 0.8258 -1.1 0.3 -0.4 0.32
Cl 2.0328 -1.4407 -0.2188 0.1 -0.2 -0.1 -0.18
Cl 1.7014 1.7055 -0.1579 0.4 0.1 0.1 -0.18
H -0.2680 0.3803 -1.1616 -0.2 -0.3 -0.9 0.43
H -1.1494 1.5292 0.2714 1.4 -3.4 -0.7 0.19
H -1.3863 -1.2895 0.7468 -0.4 -1.0 1.7 0.32
```
Positions in Å, forces in eV/Å.

For the total energy, the calculation gives -1376.83150 Ha. The gap between HOMO and LUMO is 9.88 eV. The multiplicity is 1. For the highest occupied orbital energy, the calculation gives -9.739 eV. The value obtained for the energy above the lowest of the compared OMol25 structures with the same formula, charge and spin is 3.555 eV.

=====

5.
The following is a DFT calculation (ωB97M-V with the def2-TZVPD basis set) of 2 unconnected molecules or ions with the total composition CH3Cl2OP at a distorted geometry.

```
8
Properties=species:S:1:pos:R:3:forces:R:3:lowdin_spin:R:1
C -0.7854 -0.1735 -0.2898 0.2 -2.2 4.3 0.67
O 0.4351 -0.6994 -0.2974 -1.0 0.3 -0.5 0.19
P 1.8605 -0.1367 0.3625 0.5 1.2 -1.9 0.03
Cl -1.9010 -1.5955 0.1817 0.4 1.3 -0.6 0.24
Cl -1.2661 1.3213 0.4511 0.6 -0.2 -0.2 0.22
H -1.2499 -0.1743 -1.7899 -1.0 -0.2 -3.3 0.63
H 1.3154 0.2514 1.5267 -0.6 0.4 1.9 0.01
H 1.5914 1.2067 -0.1448 0.8 -0.5 0.3 0.01
```
Positions in Å, forces in eV/Å.

For the total energy, the calculation gives -1376.62126 Ha. The gap between HOMO and LUMO (alpha / beta) is 6.31 / 8.14 eV. The multiplicity is 3. For the highest occupied orbital energy (alpha / beta), the calculation gives -5.916 / -11.208 eV. The value obtained for the energy above the lowest of the compared OMol25 structures with the same formula, charge and spin is 5.059 eV.

=====

6.
The following is a DFT calculation (ωB97M-V with the def2-TZVPD basis set) of a single CH3Cl2P molecule at a distorted geometry.

```
7
Properties=species:S:1:pos:R:3:forces:R:3:lowdin_spin:R:1
C -0.5213 0.4588 -0.2368 -0.5 0.3 4.2 0.12
P 0.5698 -0.5566 0.9089 -1.4 -1.4 -1.8 1.13
Cl -2.2572 -0.0418 0.0900 0.9 0.5 -0.6 0.05
Cl 2.4853 0.2958 0.0069 1.2 0.7 -0.2 0.57
H -0.1813 0.1674 -1.1821 0.2 0.1 -1.6 0.02
H -0.3279 1.4754 0.1713 -0.5 -0.4 -1.3 0.00
H 0.2326 -1.7989 0.2418 0.2 0.1 1.2 0.11
```
Positions in Å, forces in eV/Å.

For the total energy, the calculation gives -1301.49407 Ha. The gap between HOMO and LUMO (alpha / beta) is 7.33 / 7.02 eV. The multiplicity is 3. For the highest occupied orbital energy (alpha / beta), the calculation gives -6.686 / -10.745 eV. The value obtained for the energy above the lowest of the compared OMol25 structures with the same formula, charge and spin is 2.214 eV.

=====

Please write out number 4 again, unchanged.
The following is a DFT calculation (ωB97M-V with the def2-TZVPD basis set) of 2 unconnected molecules or ions with the total composition CH3Cl2OP at a distorted geometry.

```
8
Properties=species:S:1:pos:R:3:forces:R:3:mulliken_charge:R:1
C -0.5382 0.0231 -0.1929 0.0 4.7 1.7 -0.54
O -1.4511 -0.9371 -0.1128 -0.2 -0.2 -1.4 -0.36
P 1.0588 0.0290 0.8258 -1.1 0.3 -0.4 0.32
Cl 2.0328 -1.4407 -0.2188 0.1 -0.2 -0.1 -0.18
Cl 1.7014 1.7055 -0.1579 0.4 0.1 0.1 -0.18
H -0.2680 0.3803 -1.1616 -0.2 -0.3 -0.9 0.43
H -1.1494 1.5292 0.2714 1.4 -3.4 -0.7 0.19
H -1.3863 -1.2895 0.7468 -0.4 -1.0 1.7 0.32
```
Positions in Å, forces in eV/Å.

For the total energy, the calculation gives -1376.83150 Ha. The gap between HOMO and LUMO is 9.88 eV. The multiplicity is 1. For the highest occupied orbital energy, the calculation gives -9.739 eV. The value obtained for the energy above the lowest of the compared OMol25 structures with the same formula, charge and spin is 3.555 eV.